74
Properties=species:S:1:pos:R:3:lowdin_charge:R:1 method="wB97M-V/def2-TZVPD" e_lumo_ev="-4.7 / -4.5" total_energy_ha=-3801.11912 mol_weight_g_mol=775.472 charge=+1 homo_lumo_gap_ev="5.28 / 5.72" s2=3.9406 spin_multiplicity=4 homo_ev="-10.001 / -10.172"
Co 10.954 11.183 16.025 -0.05
C 9.728 9.880 8.084 -0.04
O 10.360 8.581 7.952 -0.06
C 11.434 8.345 8.743 -0.27
C 12.034 9.245 9.611 -0.01
C 13.187 8.925 10.297 -0.01
C 13.687 7.633 10.261 -0.31
C 13.119 6.740 9.344 -0.02
C 12.003 7.057 8.646 0.01
N 14.490 7.040 11.202 0.10
N 14.783 7.877 12.200 0.13
C 13.796 7.977 13.133 -0.23
C 12.614 7.242 13.169 0.04
C 11.491 7.725 13.815 0.06
C 11.498 8.961 14.484 -0.26
O 10.478 9.472 15.125 -0.05
C 12.754 9.675 14.498 -0.13
N 12.735 10.869 15.167 0.04
C 13.893 11.594 15.284 -0.06
C 15.080 11.120 14.729 0.00
C 15.072 9.893 14.046 0.03
C 13.898 9.169 13.908 -0.11
H 8.879 9.798 7.412 0.10
H 10.409 10.679 7.737 0.11
H 9.385 10.076 9.089 0.09
H 11.649 10.249 9.731 0.11
H 13.711 9.635 10.935 0.12
H 13.565 5.744 9.336 0.13
H 11.535 6.314 7.993 0.13
H 12.646 6.303 12.632 0.13
H 10.550 7.172 13.815 0.14
H 13.880 12.495 15.886 0.12
H 15.997 11.692 14.827 0.12
H 15.962 9.445 13.608 0.12
I 11.053 11.437 18.602 1.13
C 9.835 13.178 19.088 -0.50
C 9.756 13.240 20.474 -0.18
C 9.139 14.336 21.107 -0.06
C 8.588 15.327 20.344 -0.02
C 8.596 15.240 18.934 -0.16
C 7.942 16.258 18.225 -0.02
C 7.950 16.297 16.851 -0.03
C 8.692 15.302 16.149 -0.09
C 9.280 14.224 16.801 -0.26
P 9.975 13.040 15.580 0.95
C 10.990 13.996 14.462 -0.37
C 11.595 15.203 14.917 -0.08
C 12.419 15.940 14.063 -0.07
C 12.656 15.492 12.755 -0.07
C 12.075 14.294 12.311 -0.08
C 11.256 13.554 13.160 -0.12
C 8.531 12.558 14.605 -0.34
C 7.745 11.457 15.043 -0.09
C 6.609 11.076 14.347 -0.07
C 6.225 11.764 13.174 -0.07
C 6.972 12.864 12.750 -0.07
C 8.110 13.270 13.468 -0.09
C 9.249 14.151 18.251 -0.17
H 10.225 12.464 21.081 0.08
H 9.126 14.393 22.202 0.12
H 8.173 16.223 20.781 0.12
H 7.463 16.976 18.868 0.12
H 7.396 17.079 16.312 0.12
H 8.772 15.390 15.058 0.10
H 11.415 15.562 15.923 0.10
H 12.863 16.872 14.405 0.11
H 13.302 16.066 12.091 0.11
H 12.247 13.940 11.295 0.10
H 10.778 12.631 12.835 0.11
H 8.030 10.863 15.911 0.10
H 6.028 10.212 14.700 0.11
H 5.327 11.451 12.635 0.11
H 6.652 13.415 11.866 0.11
H 8.687 14.136 13.110 0.11